## A
9
Properties=species:S:1:pos:R:3 method="wB97M-V/def2-TZVPD" homo_lumo_gap_ev="7.7703 / 4.7947" total_charge=-1 molar_mass_g_mol=145.527 spin_multiplicity=1
Cl 1.273 0.756 0.057
S -2.497 -1.763 0.478
P -1.737 -0.075 -0.219
O -2.252 1.247 0.125
O -1.766 -0.226 -1.880
C 2.609 0.297 1.104
H 3.479 -0.108 0.607
H -2.049 -1.210 -2.018
H 2.941 1.083 1.745


## B
9
Properties=species:S:1:pos:R:3 method="wB97M-V/def2-TZVPD" homo_lumo_gap_ev="6.8977 / 7.7463" total_charge=-1 molar_mass_g_mol=145.527 spin_multiplicity=1
Cl 2.421 -1.550 -0.508
S 2.419 1.762 -0.548
P 1.622 0.170 0.302
O 1.749 0.039 1.766
O -2.347 -0.699 -0.479
C -1.151 0.086 -0.287
H -0.970 0.648 -1.191
H -2.527 -1.159 0.342
H -1.217 0.704 0.602


B is preferred energetically. Next in line: 76.2 kJ/mol higher.


## A
9
Properties=species:S:1:pos:R:3 method="wB97M-V/def2-TZVPD" homo_lumo_gap_ev=9.2963 molar_mass_g_mol=110.137 spin_multiplicity=1
S -0.279 2.033 0.002
O 2.766 -1.495 0.008
C 1.724 -1.013 0.003
C -1.424 0.704 0.007
C -0.796 -0.482 -0.007
C 1.120 1.076 -0.006
C 0.626 -0.286 -0.011
H -1.261 -1.450 -0.026
H -2.475 0.913 0.029


## B
9
Properties=species:S:1:pos:R:3 method="wB97M-V/def2-TZVPD" homo_lumo_gap_ev=9.1839 molar_mass_g_mol=110.137 smiles="C#CC#CC(=O)S" spin_multiplicity=1
S 1.863 -1.905 -0.401
O 1.062 -1.672 2.122
C -1.493 1.487 -0.574
C -0.011 -0.318 0.478
C -1.990 2.462 -1.127
C 0.854 -1.315 1.007
C -0.752 0.510 -0.017
H -2.256 3.449 -1.780
H 2.724 -2.699 0.293


A is preferred energetically. Next in line: 140.5 kJ/mol higher.


## A
6
Properties=species:S:1:pos:R:3 method="wB97M-V/def2-TZVPD" homo_lumo_gap_ev="6.6493 / 6.9074" molar_mass_g_mol=296.833 spin_multiplicity=1
I -1.517 -2.421 -3.093
I -1.073 -2.608 0.938
O -0.032 0.289 -1.781
N -0.364 -1.607 -0.594
C -0.129 -0.325 -0.754
H 0.093 0.165 0.232


## B
6
Properties=species:S:1:pos:R:3 method="wB97M-V/def2-TZVPD" homo_lumo_gap_ev=8.2470 molar_mass_g_mol=296.833 spin_multiplicity=1
I -1.899 -1.676 0.033
I -1.989 1.751 -0.040
O 0.621 -0.492 2.149
N -0.461 -0.109 1.809
C -0.616 0.013 0.424
H 0.294 -0.112 -0.294


A is preferred energetically. Next in line: 14.1 kJ/mol higher.